Computed, not measured: a 2-piece molecular cluster, C4H6FIS overall in a non-equilibrium geometry, with ωB97M-V with the def2-TZVPD basis set.

Bonds (Å) are listed after each position.
Element x y z (Å)
1 H -0.9693 2.7415 -0.1700  C5 1.069
2 S -1.3475 -0.5362 -1.5824  C4 1.875, C12 1.774
3 C -0.0899 -1.4062 0.9074  H8 1.138, H9 1.243, H11 1.127, C12 1.475
4 C 0.5250 -0.6269 -1.5895  S2 1.875, H7 1.167, H10 1.120, C12 1.438
5 C -0.2727 2.1197 0.3494  H1 1.069, F6 1.346, I13 2.122
6 F 0.9727 2.4512 -0.0383  C5 1.346
7 H 1.0196 0.3170 -2.0654  C4 1.167
8 H 0.6817 -1.0694 1.6729  C3 1.138
9 H 0.1345 -2.6179 0.7412  C3 1.243
10 H 0.9539 -1.6446 -1.7730  C4 1.120
11 H -1.1024 -1.4905 1.3943  C3 1.127
12 C -0.1170 -0.5663 -0.3045  S2 1.774, C3 1.475, C4 1.438
13 I -0.3887 2.3286 2.4579  C5 2.122

LUMO energy (alpha / beta) = -0.49 / -0.26 eV
Largest force on an atom = 3.105 eV/Å
HOMO level (alpha / beta) = -7.76 / -8.43 eV
Calculated total energy = -951.5739 hartree

---

Computed, not measured: a 3-piece molecular cluster, C6H9NO2S overall in a non-equilibrium geometry, with ωB97M-V with the def2-TZVPD basis set.

Bonds (Å) are listed after each position.
Element x y z (Å)
1 H 1.2094 1.0332 0.8365  C6 1.080
2 S -3.7162 1.0266 -0.0225  N5 1.521, O19 1.456
3 H -1.6747 0.1443 1.9653  C18 1.109
4 C 3.2477 0.4723 0.0712  C6 1.554, H10 1.069, H12 1.045, C17 1.430
5 N -3.3401 1.5569 -1.3974  S2 1.521, H15 1.028
6 C 2.1098 0.5135 1.1294  H1 1.080, C4 1.554, H7 1.043, C17 1.480
7 H 2.4047 0.5716 2.1286  C6 1.043
8 H 0.3424 -1.9104 -1.3562  C13 1.150
9 C -0.9766 -1.0462 0.0944  C13 1.439, C18 1.223
10 H 4.1625 0.3239 0.6044  C4 1.069
11 H -1.2116 -1.1847 -1.8981  C13 1.080
12 H 3.3956 1.0568 -0.7823  C4 1.045
13 C -0.7773 -1.7938 -1.1190  H8 1.150, C9 1.439, H11 1.080, H14 1.017
14 H -1.2781 -2.6561 -0.9192  C13 1.017
15 H -2.9349 2.5009 -1.3496  N5 1.028
16 O 1.9117 -1.5865 -0.2791  C17 1.157
17 C 2.3189 -0.6086 0.1872  C4 1.430, C6 1.480, O16 1.157
18 C -1.4143 -0.3969 1.0334  H3 1.109, C9 1.223
19 O -3.7789 1.9833 1.0730  S2 1.456

LUMO energy = -0.29 eV
Largest force on an atom = 3.967 eV/Å
HOMO level = -9.42 eV
Calculated total energy = -837.2492 hartree

---

Computed, not measured: a 2-piece molecular cluster, C3H4ClNO overall in a non-equilibrium geometry, with ωB97M-V with the def2-TZVPD basis set.

Bonds (Å) are listed after each position.
Element x y z (Å)
1 C -3.4617 -0.3595 -0.3816  H6 1.066, N7 1.143
2 H 2.3074 -1.1104 0.1249  C3 1.114
3 C 1.9119 -0.1182 -0.1929  H2 1.114, H8 1.173, C9 1.479, H10 1.096
4 Cl 0.9543 1.9922 1.1338  C9 1.753
5 O -0.2128 -0.1407 1.0362  C9 1.165
6 H -3.1660 0.6324 -0.6380  C1 1.066
7 N -3.6018 -1.4429 -0.0440  C1 1.143
8 H 1.8050 -0.4046 -1.3255  C3 1.173
9 C 0.7267 0.3530 0.5559  C3 1.479, Cl4 1.753, O5 1.165
10 H 2.7370 0.5986 -0.2690  C3 1.096

LUMO energy = 0.61 eV
Largest force on an atom = 4.163 eV/Å
HOMO level = -10.79 eV
Calculated total energy = -706.8561 hartree
Structure (SMILES) = CC(=O)Cl.C#N

---

Computed, not measured: C5H13NO in the gas phase in a non-equilibrium geometry, with ωB97M-V with the def2-TZVPD basis set.

Bonds (Å) are listed after each position.
Element x y z (Å)
1 H 1.3826 -0.2569 -0.6965  C13 1.115
2 H 2.5263 0.2217 1.3031  C6 1.144
3 C -0.8399 -0.2648 -0.6931  C4 1.596, H11 1.127, C13 1.566, C17 1.592
4 C -1.1644 -1.5761 0.1565  C3 1.596, H8 1.098, H10 1.045, H15 1.104
5 H 1.3807 0.2191 2.6886  C6 1.197
6 C 1.6765 0.8623 1.7240  H2 1.144, H5 1.197, O14 1.580, N18 1.439
7 H -1.9936 -1.2865 -2.3394  C17 1.160
8 H -0.4304 -2.3090 -0.2028  C4 1.098
9 H -0.2951 1.3387 0.8618  N18 1.016
10 H -1.0570 -1.4696 1.1909  C4 1.045
11 H -1.6177 0.4757 -0.3518  C3 1.127
12 H 1.1191 2.4408 2.7257  O14 0.956
13 C 0.5404 0.4693 -0.6104  H1 1.115, C3 1.566, N18 1.439, H19 1.160
14 O 2.0155 2.1348 2.5962  C6 1.580, H12 0.956
15 H -2.2067 -1.8998 -0.0094  C4 1.104
16 H -1.1914 0.2926 -2.8841  C17 1.114
17 C -1.0634 -0.6022 -2.2327  C3 1.592, H7 1.160, H16 1.114, H20 1.118
18 N 0.6528 0.9994 0.7222  C6 1.439, H9 1.016, C13 1.439
19 H 0.6575 1.2839 -1.4277  C13 1.160
20 H -0.0918 -1.0732 -2.5210  C17 1.118

LUMO energy = 0.99 eV
Largest force on an atom = 3.431 eV/Å
HOMO level = -8.65 eV
Calculated total energy = -328.2135 hartree
Structure (SMILES) = CC(C)CNCO

---

Computed, not measured: a 2-piece molecular cluster, C5H11NO2 overall in a non-equilibrium geometry, with ωB97M-V with the def2-TZVPD basis set.

Bonds (Å) are listed after each position.
Element x y z (Å)
1 H 3.6616 0.9167 -2.2826  H3 0.743
2 C -1.0924 -1.8503 1.2975  H6 1.090, H8 1.079, H10 1.091, N14 1.448
3 H 3.0448 0.5030 -2.2539  H1 0.743
4 C -0.5029 0.4062 -0.9791  O7 1.468, C9 1.460, H16 1.092, C18 1.456
5 H -1.4467 0.0099 2.0936  N14 1.018
6 H -2.0110 -2.4204 1.1592  C2 1.090
7 O -0.0595 1.6931 -1.5277  C4 1.468, H11 0.962
8 H -0.4988 -2.2001 0.4674  C2 1.079
9 C -0.5939 0.4685 0.4765  C4 1.460, C12 1.466, N14 1.384
10 H -0.6817 -2.1493 2.2629  C2 1.091
11 H 0.8078 1.5060 -1.8996  O7 0.962
12 C -0.1871 1.6466 1.2492  C9 1.466, H15 1.084, O19 1.202
13 H 1.5407 -0.3394 -0.5288  C18 1.077
14 N -1.3724 -0.4340 1.1807  C2 1.448, H5 1.018, C9 1.384
15 H 0.3463 2.4493 0.7533  C12 1.084
16 H -1.4201 0.1087 -1.4918  C4 1.092
17 H 0.4339 -1.5199 -1.4334  C18 1.077
18 C 0.5716 -0.5758 -0.9340  C4 1.456, H13 1.077, H17 1.077
19 O -0.5403 1.7812 2.3906  C12 1.202

LUMO energy = -0.79 eV
Largest force on an atom = 2.450 eV/Å
HOMO level = -7.70 eV
Calculated total energy = -402.1760 hartree

---

Computed, not measured: a 2-piece molecular cluster, CH6OS2 overall in a non-equilibrium geometry, with ωB97M-V with the def2-TZVPD basis set.

Bonds (Å) are listed after each position.
Element x y z (Å)
1 H -2.7977 -1.7022 3.7350  S7 1.370
2 H 4.0786 4.3156 -2.5891  O8 0.931
3 H -0.6221 -2.9593 -0.5120  C10 1.044
4 H 3.2532 4.7100 -1.4479  O8 0.983
5 S -1.4779 -2.1837 1.4725  S7 2.048, C10 1.935
6 H -2.4320 -2.5521 -0.8086  C10 1.132
7 S -1.6305 -1.1755 3.2486  H1 1.370, S5 2.048
8 O 4.1163 4.9098 -1.8734  H2 0.931, H4 0.983
9 H -1.0924 -1.1027 -0.7653  C10 1.235
10 C -1.3954 -2.2600 -0.4597  H3 1.044, S5 1.935, H6 1.132, H9 1.235

LUMO energy = -0.77 eV
Largest force on an atom = 6.761 eV/Å
HOMO level = -8.47 eV
Calculated total energy = -913.2087 hartree
Structure (SMILES) = CSS.O